A 6-piece molecular cluster, C43H62F5N3O15PS overall. Source: OMol25; level of theory: wB97M-V/def2-TZVPD.

Geometry (Å):
C1 -2.3012 2.0560 4.7709
C2 -2.5838 0.6168 4.2910
C3 -1.8136 -0.4846 5.0413
C4 -0.5175 -0.9916 4.3784
C5 0.3047 0.1746 3.8068
C6 -0.7877 -2.0051 3.2854
N1 -2.0102 -2.0069 2.8274
N2 -2.3504 -2.8134 1.8289
C7 -3.7965 -2.6299 1.3967
F1 -4.3673 -1.8600 2.3319
F2 -4.3660 -3.8528 1.4636
C8 -3.9031 -1.9911 0.0420
C9 -4.7228 -2.5196 -0.9475
C10 -4.8267 -1.8622 -2.1666
C11 -4.1147 -0.6923 -2.3963
C12 -3.2950 -0.1781 -1.3987
C13 -2.5406 1.1128 -1.6087
F3 -1.3258 1.0749 -0.9975
F4 -2.3253 1.3616 -2.9191
F5 -3.2177 2.1604 -1.0870
C14 -3.1875 -0.8205 -0.1761
C15 -1.5194 -3.6707 1.2313
C16 -1.9610 -4.5075 0.0682
C17 -0.1940 -3.7360 1.7214
P1 0.9878 -4.8449 0.8699
S1 1.8992 -4.0670 -0.6462
C18 0.2068 -2.9062 2.7584
C19 1.5919 -2.9231 3.3242
C20 2.6272 -2.1389 2.4599
C21 3.7048 -1.5160 3.3491
C22 4.6349 -0.5774 2.5747
C23 5.7711 -1.3546 1.8722
N3 6.1855 -0.9164 0.5457
H1 -1.8409 2.6537 3.9812
H2 -1.5883 2.0588 5.5974
H3 -3.2112 2.5564 5.0909
H4 -3.6470 0.4115 4.4318
H5 -2.4234 0.5438 3.2137
H6 -1.5220 -0.1009 6.0223
H7 -2.4794 -1.3304 5.2171
H8 0.0554 -1.4798 5.1706
H9 1.3325 -0.1042 3.5934
H10 -0.1376 0.5479 2.8802
H11 0.3361 0.9858 4.5353
H12 -5.2849 -3.4288 -0.7743
H13 -5.4702 -2.2713 -2.9331
H14 -4.1976 -0.1830 -3.3464
H15 -2.5561 -0.4018 0.5981
H16 -1.8647 -5.5603 0.3373
H17 -2.9746 -4.3337 -0.2545
H18 -1.2816 -4.3135 -0.7674
H19 0.2293 -5.9760 0.5584
H20 1.7984 -5.3055 1.9121
H21 1.6097 -2.5582 4.3481
H22 1.9246 -3.9615 3.3724
H23 2.1293 -1.3725 1.8642
H24 3.1035 -2.8553 1.7892
H25 3.2382 -0.9811 4.1822
H26 4.2877 -2.3137 3.8185
H27 5.0662 0.1426 3.2690
H28 4.0482 -0.0367 1.8241
H29 5.4692 -2.4034 1.7887
H30 6.6507 -1.3298 2.5198
H31 6.1804 0.0910 0.4573
H32 5.5958 -1.3103 -0.1735
C24 -4.3783 4.5700 -3.2562
C25 -5.8389 4.2328 -3.0201
C26 -6.7571 4.4167 -4.2110
O1 -8.0172 4.6969 -3.5879
C27 -7.7660 5.2523 -2.3766
O2 -8.5811 5.7657 -1.6859
O3 -6.4532 5.1311 -2.0717
H33 -4.1921 4.8562 -4.2889
H34 -4.0732 5.3985 -2.6206
H35 -3.7449 3.7169 -3.0263
H36 -5.9515 3.2254 -2.6070
H37 -6.8493 3.5347 -4.8404
H38 -6.4607 5.2751 -4.8174
C28 -7.0793 6.7370 -8.9150
C29 -6.1352 7.5260 -8.0247
C30 -4.8276 7.9624 -8.6550
O4 -3.9433 8.0158 -7.5276
C31 -4.4036 7.1564 -6.5970
O5 -3.8128 6.8319 -5.6176
O6 -5.6385 6.7172 -6.9294
H39 -6.6845 6.6386 -9.9264
H40 -7.2294 5.7390 -8.5080
H41 -8.0514 7.2202 -8.9847
H42 -6.6407 8.3820 -7.5739
H43 -4.8686 8.9354 -9.1359
H44 -4.4496 7.2163 -9.3579
C32 1.7036 -2.6496 -4.5568
C33 2.2604 -3.9376 -5.1408
C34 1.5773 -4.4572 -6.3901
O7 1.7855 -5.8695 -6.2909
C35 1.9225 -6.1808 -4.9808
O8 1.9157 -7.2798 -4.5369
O9 2.0548 -5.0512 -4.2447
H45 0.8958 -2.2498 -5.1710
H46 1.3167 -2.8351 -3.5557
H47 2.4726 -1.8830 -4.4845
H48 3.3372 -3.8607 -5.3054
H49 2.0033 -4.0855 -7.3179
H50 0.5020 -4.2610 -6.3714
C36 3.8081 5.1692 0.6208
C37 4.3542 3.8014 0.9936
C38 4.4427 3.4974 2.4757
O10 5.5369 2.5774 2.5386
C39 6.3497 2.8255 1.4796
O11 7.4260 2.3526 1.3347
O12 5.7396 3.6641 0.6118
H51 3.5092 5.7340 1.5042
H52 4.5688 5.7401 0.0923
H53 2.9389 5.0857 -0.0286
H54 3.8081 3.0057 0.4797
H55 3.5484 3.0344 2.8870
H56 4.6990 4.3861 3.0570
C40 8.4642 -5.0282 6.7902
C41 6.9880 -4.6731 6.8196
C42 6.1894 -5.0327 5.5829
O13 5.1515 -4.0383 5.5839
C43 5.6346 -2.9442 6.2318
O14 5.1113 -1.8778 6.2353
O15 6.7899 -3.2404 6.8500
H57 8.7316 -5.5503 5.8713
H58 9.0645 -4.1231 6.8557
H59 8.7316 -5.6707 7.6261
H60 6.5022 -5.0739 7.7116
H61 5.7484 -6.0253 5.6136
H62 6.7817 -4.9152 4.6725

Cartesian forces (eV/Å) of the 6 atoms listed first:
C 0.4 -0.2 -0.3
C -0.3 0.1 0.2
C 0.1 0.0 -0.1
C -0.2 0.1 0.0
C 0.1 0.0 0.0
C 0.2 -0.2 0.0

Summary:
Total charge: +1
Orbital gap (eV): 6.26
Molar mass (Da): 1019.01

Here are the Löwdin charges for atoms 1 to 8, given in e:
1 C -0.095
2 C -0.250
3 C -0.170
4 C -0.281
5 C -0.014
6 C -0.117
7 N 0.211
8 N 0.077